The following is a quantum chemistry calculation of a molecular structure, C42H52N9O3TeW, from the Open Molecules 2025 dataset.

Net charge = -1
DFT total energy = -73068.0051 eV
Max |F| = 1.03 eV Å⁻¹
Orbital gap (alpha / beta) = 4.25 / 4.25 eV
HOMO energy (alpha / beta) = -1.95 / -1.95 eV
Molar mass = 1042.4 g mol⁻¹

Geometry (Å):
W 0.00329 0.55501 0.21593
C 3.77655 4.63144 1.76546
O 4.56565 3.98774 2.77120
C 5.41121 2.96925 2.46633
C 6.53726 2.88075 3.28713
C 7.50229 1.91168 3.08593
C 7.36147 0.99488 2.05056
C 6.22764 1.04153 1.26500
C 5.23215 2.00291 1.46299
N 4.08534 1.96554 0.64269
C 2.83357 1.62396 1.09859
N 2.65420 1.47743 2.40968
C 1.47489 1.03472 3.06515
C 0.33161 0.60186 2.39085
C -0.70895 0.19526 3.25262
C -0.62391 0.21086 4.62853
C 0.54499 0.63623 5.26007
C 1.59198 1.04250 4.46542
O 2.80001 1.50501 4.98457
C 3.36037 0.71412 6.01204
N 1.83737 1.55709 0.25304
C 2.03015 1.33457 -1.11607
C 1.78940 2.36111 -2.07170
C 2.15619 2.21119 -3.39385
C 2.86283 1.09612 -3.83474
C 3.23091 0.12538 -2.88787
C 2.87165 0.25703 -1.56704
O 3.16221 -0.66736 -0.58003
C 4.01407 -1.72808 -0.92296
H 3.59108 5.63169 2.15075
H 2.82296 4.12965 1.61436
H 4.31762 4.69525 0.82142
H 6.63662 3.61949 4.07106
H 8.36928 1.87753 3.73297
H 8.11431 0.23816 1.87456
H 6.06794 0.30998 0.48147
H 4.22317 1.74348 -0.33580
H 3.43910 1.62399 3.02716
H -1.63850 -0.12382 2.79598
H -1.47226 -0.09854 5.22853
H 0.62472 0.66072 6.33880
H 2.74902 0.72526 6.91747
H 4.33461 1.14439 6.24079
H 3.48373 -0.32249 5.68312
H 1.23695 3.23087 -1.73780
H 1.89928 2.99660 -4.09599
H 3.16284 0.98985 -4.86855
H 3.80590 -0.73578 -3.20640
H 4.22470 -2.26770 -0.00125
H 4.95227 -1.36533 -1.35943
H 3.53994 -2.41266 -1.63601
Te -1.65791 2.50678 0.55796
C -0.26363 -0.79305 -5.35787
N -0.54828 -0.01134 -4.18048
C -1.28392 1.14934 -4.10928
C -1.29717 1.51056 -2.79658
N -0.59371 0.59153 -2.06296
C -0.16138 -0.30364 -2.92182
H -0.08977 -0.12860 -6.20317
H -1.08679 -1.46987 -5.59655
H 0.64080 -1.37432 -5.18766
H -1.70315 1.60960 -4.98688
H -1.75686 2.35294 -2.30516
H 0.46061 -1.14872 -2.67658
C -5.07009 1.82366 -1.59957
N -4.33919 0.56286 -1.57838
C -4.93682 -0.33875 -2.54737
N -6.36227 -0.59337 -2.27904
C -7.05109 0.69936 -2.27396
N -6.50023 1.63670 -1.29472
C -6.59303 1.00766 0.02779
N -5.88876 -0.27306 0.09245
C -4.47547 -0.01832 -0.24083
C -6.45297 -1.15653 -0.92452
H -4.98000 2.27184 -2.59379
H -4.62154 2.49757 -0.86702
H -4.40718 -1.29020 -2.51493
H -4.83844 0.09322 -3.54847
H -8.10961 0.53407 -2.05052
H -6.96963 1.14324 -3.27029
H -7.64892 0.84653 0.26702
H -6.16006 1.68332 0.76788
H -3.91443 -0.95500 -0.19267
H -4.06126 0.69113 0.47953
H -7.50684 -1.33945 -0.69230
H -5.91658 -2.10881 -0.90500
C -0.63233 -2.93224 2.18243
C -0.50633 -2.78707 0.65969
C 0.69943 -3.63765 0.20540
C -0.24856 -1.34280 0.30396
C -1.72605 -3.35697 -0.06630
C -2.00257 -2.96622 -1.37436
C -3.02165 -3.56289 -2.10274
C -3.81437 -4.54607 -1.52733
C -3.56818 -4.92616 -0.21765
C -2.53106 -4.34340 0.49995
H 0.17702 -2.38451 2.66385
H -0.57087 -3.98031 2.48934
H -1.57174 -2.51632 2.54417
H 1.59358 -3.32883 0.75247
H 0.88289 -3.50130 -0.86284
H 0.51661 -4.69905 0.39258
H 0.85563 -1.15933 0.07141
H -1.41276 -2.16770 -1.80519
H -3.21152 -3.24456 -3.12132
H -4.62289 -4.99761 -2.08861
H -4.18362 -5.68406 0.25193
H -2.35675 -4.66414 1.51820

Atoms 1-3, force components in eV/Å:
W -0.90 -0.15 0.40
C 0.06 -0.02 -0.01
O -0.04 -0.16 0.02

Atomic partial charges in e from the Mulliken method, atoms 1 to 99:
1. W 0.92
2. C -0.70
3. O -0.47
4. C 0.52
5. C -0.69
6. C -0.39
7. C -0.85
8. C -0.40
9. C -0.03
10. N 0.79
11. C 0.24
12. N 0.53
13. C 0.50
14. C -0.46
15. C -0.75
16. C -1.24
17. C -0.38
18. C 1.21
19. O -0.45
20. C -0.96
21. N -0.25
22. C 0.84
23. C -1.08
24. C -0.53
25. C -1.12
26. C -0.63
27. C -0.01
28. O 0.39
29. C -1.38
30. H 0.37
31. H 0.23
32. H 0.31
33. H 0.43
34. H 0.38
35. H 0.40
36. H 0.48
37. H 0.30
38. H 0.20
39. H 0.53
40. H 0.41
41. H 0.27
42. H 0.34
43. H 0.24
44. H 0.36
45. H 0.40
46. H 0.39
47. H 0.43
48. H 0.42
49. H 0.24
50. H 0.47
51. H 0.31
52. Te -1.12
53. C -1.01
54. N 0.56
55. C -1.29
56. C -0.65
57. N 0.85
58. C -1.24
59. H 0.36
60. H 0.26
61. H 0.34
62. H 0.59
63. H 0.36
64. H 0.70
65. C -0.69
66. N 0.66
67. C -0.20
68. N 0.03
69. C -0.72
70. N 0.01
71. C -0.72
72. N 0.11
73. C -0.33
74. C -0.63
75. H 0.28
76. H 0.28
77. H -0.34
78. H 0.31
79. H 0.34
80. H 0.36
81. H 0.34
82. H 0.36
83. H -0.24
84. H 0.09
85. H 0.35
86. H 0.25
87. C -2.37
88. C 3.40
89. C -1.89
90. C -1.73
91. C -1.06
92. C 0.27
93. C -0.23
94. C -0.66
95. C -0.86
96. C -0.36
97. H 0.34
98. H 0.53
99. H 0.52